(1)
Formula: C4H6S2
Source: the Open Molecules 2025 dataset
Level of theory: the ωB97M-V functional and the def2-TZVPD basis

Frontier orbital gap: 7.74 eV
SMILES: CS/C=C/C=S

```
! wB97M-V def2-TZVPD RIJCOSX def2/J DEFGRID3
* xyz 0 1
S -1.45 -1.44 -3.47
S 0.31 1.48 0.86
C -1.32 -0.98 -1.90
C -0.62 0.25 0.05
C 1.46 0.48 1.84
C -0.63 0.20 -1.34
H 0.06 0.87 -1.80
H -1.83 -1.46 -1.10
H -1.23 -0.39 0.72
H 0.95 -0.24 2.43
H 2.02 1.26 2.43
H 2.28 -0.04 1.26
*
```

---

(2)
Formula: C4H6S2
Source: the Open Molecules 2025 dataset
Level of theory: the ωB97M-V functional and the def2-TZVPD basis

Frontier orbital gap (alpha / beta): 7.30 / 7.09 eV

```
! wB97M-V def2-TZVPD RIJCOSX def2/J DEFGRID3
* xyz 0 1
S 1.81 3.01 0.12
S -1.26 1.88 0.51
C 2.08 1.43 -0.08
C -2.30 -1.14 -0.91
C -0.90 -0.83 -0.45
C -0.60 0.56 -0.06
H -2.27 -2.06 -1.63
H -2.98 -1.49 -0.05
H -0.53 -1.37 0.43
H -0.16 -1.03 -1.28
H -2.69 -0.38 -1.53
H 2.87 0.93 -0.45
*
```

---

(3)
Formula: C4H6S2
Source: the Open Molecules 2025 dataset
Level of theory: the ωB97M-V functional and the def2-TZVPD basis

Frontier orbital gap: 8.14 eV

```
! wB97M-V def2-TZVPD RIJCOSX def2/J DEFGRID3
* xyz 0 1
S -0.03 0.55 -2.07
S -0.44 0.67 1.80
C -0.46 -1.65 -0.23
C 0.30 0.70 -0.41
C 0.26 -0.36 0.46
C 0.08 1.95 0.37
H -0.53 2.65 0.07
H -0.63 -2.16 0.68
H 0.45 -2.48 -0.72
H 1.06 2.45 0.61
H -1.32 -1.49 -1.15
H 1.26 -0.83 0.59
*
```

---

(4)
Formula: C4H6S2
Source: the Open Molecules 2025 dataset
Level of theory: the ωB97M-V functional and the def2-TZVPD basis

Frontier orbital gap: 8.52 eV
SMILES: S=CSC1CC1

```
! wB97M-V def2-TZVPD RIJCOSX def2/J DEFGRID3
* xyz 0 1
S 3.95 -0.12 -0.19
S 1.17 -1.10 -0.07
C 2.38 0.09 0.21
C -0.34 -0.23 0.50
C -1.58 -0.66 -0.28
C -1.04 0.77 -0.34
H -1.48 -1.27 -1.16
H -1.57 1.58 0.11
H 2.01 0.99 0.70
H -0.51 1.00 -1.30
H -2.54 -0.84 0.25
H -0.46 -0.22 1.55
*
```

---

(5)
Formula: C4H6S2
Source: the Open Molecules 2025 dataset
Level of theory: the ωB97M-V functional and the def2-TZVPD basis

Frontier orbital gap: 8.52 eV
SMILES: S=C[C@@H]1C[C@@H]1S

```
! wB97M-V def2-TZVPD RIJCOSX def2/J DEFGRID3
* xyz 0 1
S -1.97 -1.56 -0.05
S 3.19 -1.12 -0.16
C -0.92 -0.12 -0.43
C 0.75 0.18 -0.36
C -0.26 1.03 0.25
C 1.75 -0.71 0.31
H 1.17 0.74 -1.09
H 1.25 -1.19 1.26
H -1.17 0.53 -1.34
H -3.11 -0.98 0.15
H -0.62 2.17 0.08
H -0.05 1.03 1.37
*
```

---

(6)
Formula: C4H6S3
Source: the Open Molecules 2025 dataset
Level of theory: the ωB97M-V functional and the def2-TZVPD basis

Frontier orbital gap: 7.32 eV
SMILES: CCC(=S)C(=S)S

```
! wB97M-V def2-TZVPD RIJCOSX def2/J DEFGRID3
* xyz 0 1
S 0.82 1.11 -1.61
S -1.70 1.01 0.54
S -1.32 -1.89 0.41
C 2.30 0.27 1.26
C -0.70 -0.38 0.14
C 0.62 -0.06 -0.46
C 1.92 -0.64 0.12
H 1.43 0.48 1.90
H 2.79 1.15 0.78
H 3.00 -0.27 1.95
H 2.69 -0.64 -0.65
H -1.21 2.04 -0.21
H 1.74 -1.69 0.40
*
```

---

Relative energy (zero: lowest compared OMol25 entry of this formula, charge and spin)
In order: 29.8 107.9 82.5 25.7 78.1 16.1
Unit: kcal per mole
Electronic energy
In order: -952.32197 -952.19742 -952.23797 -952.32839 -952.24489 -1350.52144
Unit: a.u.